DFT (ωB97M-V/def2-TZVPD) results for a single C6H13NS molecule at a distorted geometry.

```
21
C6H13NS (ωB97M-V/def2-TZVPD)
C -0.88 -1.60 -2.29
C -1.10 -0.32 -2.48
N -0.53 0.72 -1.59
S -1.16 2.27 -1.58
C 0.62 0.47 -0.70
C 0.23 -0.05 0.62
C 1.35 -0.67 1.31
C -0.39 1.03 1.53
H -1.40 -2.40 -2.80
H -0.34 -1.87 -1.43
H -1.77 0.00 -3.27
H -1.67 2.21 -0.28
H 1.23 1.40 -0.72
H 1.28 -0.28 -1.14
H -0.67 -0.80 0.55
H 2.28 0.11 1.44
H 1.05 -1.01 2.41
H 1.84 -1.52 0.85
H 0.39 1.88 1.65
H -0.63 0.56 2.57
H -1.43 1.49 1.29
```

Orbital gap = 9.0042 eV
Max |F| = 5.2 eV Å⁻¹
LUMO level = 0.8 eV
Energy above the lowest of the compared OMol25 structures with the same formula, charge and spin = 2.5233 eV

Calculated atomic charges, method Mulliken, unit e:
1 C -0.931
2 C 0.176
3 N 0.139
4 S -0.173
5 C -1.565
6 C 1.563
7 C -1.462
8 C -1.470
9 H 0.259
10 H 0.224
11 H 0.333
12 H 0.078
13 H 0.408
14 H 0.461
15 H 0.032
16 H 0.246
17 H 0.322
18 H 0.408
19 H 0.281
20 H 0.369
21 H 0.304

DFT (ωB97M-V/def2-TZVPD) results for 2 unconnected molecules or ions with the total composition C10H10N2O2 at a distorted geometry.

```
24
C10H10N2O2 (ωB97M-V/def2-TZVPD)
O -2.47 -2.99 -0.70
C -2.15 -2.22 0.22
C -2.86 -1.57 1.35
C -2.23 -0.95 2.31
N -0.81 -1.01 2.50
C -0.14 -1.15 1.31
O 1.04 -0.80 1.07
N -0.93 -1.70 0.22
H -3.98 -1.42 1.38
H -2.63 -0.71 3.19
H -0.40 -0.36 3.08
H -0.24 -2.34 -0.39
C 0.92 2.65 -0.91
C 0.18 1.45 -0.83
C 0.75 0.25 -1.20
C 2.06 0.21 -1.65
C 2.79 1.41 -1.78
C 2.22 2.61 -1.40
H 0.44 3.58 -0.64
H -0.83 1.47 -0.43
H 0.12 -0.64 -1.15
H 2.57 -0.70 -1.92
H 3.82 1.38 -2.15
H 2.76 3.54 -1.48
```

Orbital gap = 8.9932 eV
Max |F| = 6.9 eV Å⁻¹
LUMO level = 0.1 eV
Energy above the lowest of the compared OMol25 structures with the same formula, charge and spin = 2.2739 eV

Calculated atomic charges, method Mulliken, unit e:
1 O -0.658
2 C 0.491
3 C -0.501
4 C -0.334
5 N -0.195
6 C 0.249
7 O -0.563
8 N -0.041
9 H 0.320
10 H 0.514
11 H 0.292
12 H 0.385
13 C -0.563
14 C -0.402
15 C -0.228
16 C -0.300
17 C -0.417
18 C -0.389
19 H 0.380
20 H 0.368
21 H 0.519
22 H 0.356
23 H 0.350
24 H 0.368

DFT (ωB97M-V/def2-TZVPD) results for a molecular structure, C30H25NNaSb.

```
58
C30H25NNaSb (ωB97M-V/def2-TZVPD)
Na 0.09 -0.63 -1.48
C 3.16 -0.62 2.83
C 3.01 0.85 3.10
C 3.87 1.50 3.98
C 3.74 2.85 4.24
C 2.74 3.59 3.62
C 1.88 2.96 2.74
C 2.00 1.60 2.48
Sb 0.66 0.65 1.12
C -0.38 2.41 0.46
C 0.11 2.86 -0.77
C -0.40 4.00 -1.38
C -1.43 4.69 -0.76
C -1.92 4.25 0.46
C -1.41 3.12 1.09
C -1.97 2.73 2.44
C -0.63 -0.25 2.59
C -0.36 -0.07 3.94
C -1.17 -0.66 4.91
C -2.27 -1.41 4.51
C -2.54 -1.58 3.16
C -1.73 -1.02 2.19
C -2.06 -1.23 0.73
H 3.98 -1.04 3.41
H 3.37 -0.81 1.77
H 2.25 -1.17 3.09
H 4.65 0.93 4.47
H 4.42 3.33 4.93
H 2.64 4.65 3.82
H 1.10 3.54 2.26
H 0.91 2.32 -1.26
H 0.00 4.33 -2.33
H -1.84 5.58 -1.23
H -2.71 4.81 0.94
H -2.71 3.46 2.77
H -1.19 2.66 3.19
H -2.46 1.75 2.40
H 0.48 0.53 4.26
H -0.96 -0.51 5.96
H -2.91 -1.86 5.26
H -3.40 -2.17 2.86
H -3.02 -1.73 0.62
H -1.32 -1.86 0.24
H -2.13 -0.27 0.19
N -0.21 -6.18 -10.09
C -0.20 -5.57 -9.11
C -0.18 -4.81 -7.89
C -1.36 -4.58 -7.19
C -1.33 -3.86 -6.01
C -0.14 -3.34 -5.51
C 1.04 -3.58 -6.23
C 1.03 -4.30 -7.40
C -0.10 -2.58 -4.29
C -0.06 -1.93 -3.25
H -2.29 -4.98 -7.57
H -2.25 -3.68 -5.47
H 1.97 -3.18 -5.84
H 1.94 -4.48 -7.95
```

Orbital gap = 7.6189 eV
Max |F| = 0.6 eV Å⁻¹
LUMO level = 0.1 eV

Calculated atomic charges, method Mulliken, unit e:
1 Na 0.991
2 C -1.466
3 C 0.822
4 C -0.647
5 C -0.631
6 C -0.875
7 C -0.410
8 C 0.358
9 Sb 0.978
10 C 0.381
11 C -0.734
12 C -0.854
13 C -0.584
14 C -0.708
15 C 0.814
16 C -1.032
17 C 0.181
18 C -0.078
19 C -0.841
20 C -0.658
21 C -0.705
22 C 0.780
23 C -1.487
24 H 0.417
25 H 0.299
26 H 0.261
27 H 0.364
28 H 0.370
29 H 0.423
30 H 0.396
31 H 0.488
32 H 0.415
33 H 0.390
34 H 0.371
35 H 0.429
36 H 0.206
37 H 0.168
38 H 0.359
39 H 0.426
40 H 0.379
41 H 0.374
42 H 0.425
43 H 0.273
44 H 0.296
45 N -0.522
46 C 0.029
47 C 0.564
48 C -0.421
49 C -0.576
50 C 0.194
51 C -0.558
52 C -0.445
53 C -1.917
54 C 0.834
55 H 0.424
56 H 0.426
57 H 0.425
58 H 0.422

DFT (ωB97M-V/def2-TZVPD) results for a molecular structure, C3H5BrSi at a distorted geometry.

```
10
C3H5BrSi (ωB97M-V/def2-TZVPD)
C -0.33 -2.56 0.74
C -0.60 -1.41 0.70
C -1.10 -0.10 0.57
Si 0.15 1.19 -0.30
Br -2.83 0.10 -0.32
H 0.35 -3.35 0.81
H -1.67 0.23 1.84
H -0.53 1.86 -1.44
H 1.35 0.36 -0.83
H 0.56 2.09 0.77
```

Orbital gap = 10.0812 eV
Max |F| = 4.8 eV Å⁻¹
LUMO level = 0.5 eV
Energy above the lowest of the compared OMol25 structures with the same formula, charge and spin = 3.3600 eV

Calculated atomic charges, method Mulliken, unit e:
1 C 0.121
2 C -0.649
3 C -0.244
4 Si 0.418
5 Br -0.111
6 H 0.383
7 H 0.327
8 H -0.084
9 H -0.082
10 H -0.080

DFT (ωB97M-V/def2-TZVPD) results for a single C20H31N5O4S molecule at a distorted geometry.

```
61
C20H31N5O4S (ωB97M-V/def2-TZVPD)
C -4.15 -3.77 -1.91
C -3.06 -2.71 -1.80
C -2.44 -2.44 -3.16
O -2.78 -3.00 -4.17
N -1.42 -1.48 -3.13
C -0.69 -1.02 -4.24
O 0.12 -0.14 -4.08
C -0.96 -1.65 -5.57
C -0.05 -1.06 -6.65
N -1.14 -0.94 -1.87
C -1.46 0.47 -1.69
C -0.22 1.34 -1.46
N 0.50 0.87 -0.29
C 1.48 1.65 0.25
C 1.96 2.78 -0.45
C 2.94 3.57 0.10
N 3.50 3.35 1.28
C 3.04 2.32 1.96
C 2.05 1.45 1.53
S 1.56 0.26 2.78
O 2.10 0.72 4.03
O 1.89 -1.08 2.40
N -0.12 0.39 2.74
C -0.81 -0.72 3.38
C -0.83 -0.60 4.90
C -1.45 0.74 5.30
C -0.66 1.87 4.66
C -0.62 1.69 3.14
C 0.36 -0.54 -0.03
C 0.17 -1.29 -1.34
H -3.73 -4.70 -2.29
H -4.58 -3.95 -0.93
H -4.93 -3.44 -2.59
H -2.27 -3.03 -1.12
H -3.46 -1.78 -1.42
H -0.80 -2.73 -5.49
H -2.01 -1.51 -5.83
H 0.99 -1.21 -6.40
H -0.22 0.01 -6.74
H -0.26 -1.53 -7.61
H -2.12 0.56 -0.82
H -2.00 0.84 -2.57
H 0.40 1.30 -2.37
H -0.55 2.37 -1.30
H 1.58 3.02 -1.42
H 3.33 4.42 -0.45
H 3.46 2.16 2.95
H -0.29 -1.63 3.07
H -1.84 -0.74 2.99
H 0.20 -0.64 5.26
H -1.39 -1.43 5.33
H -1.45 0.85 6.38
H -2.49 0.77 4.96
H 0.36 1.86 5.04
H -1.11 2.84 4.89
H 0.03 2.44 2.68
H -1.63 1.80 2.72
H 1.24 -0.92 0.49
H -0.51 -0.73 0.61
H 0.19 -2.37 -1.16
H 0.99 -1.05 -2.04
```

Orbital gap = 8.9522 eV
Max |F| = 1.3 eV Å⁻¹
LUMO level = 0.4 eV
Energy above the lowest of the compared OMol25 structures with the same formula, charge and spin = 2.6434 eV

Calculated atomic charges, method Mulliken, unit e:
1 C -1.423
2 C -0.142
3 C 0.680
4 O -0.632
5 N -0.181
6 C 0.239
7 O -0.560
8 C -0.249
9 C -1.335
10 N 0.743
11 C -1.796
12 C -0.840
13 N 0.655
14 C 1.215
15 C -0.840
16 C -0.518
17 N -0.687
18 C -0.458
19 C -0.644
20 S 1.510
21 O -0.780
22 O -0.767
23 N 0.203
24 C -1.219
25 C -0.618
26 C -0.803
27 C -0.607
28 C -0.882
29 C 0.000
30 C -1.534
31 H 0.328
32 H 0.413
33 H 0.327
34 H 0.229
35 H 0.227
36 H 0.358
37 H 0.347
38 H 0.322
39 H 0.316
40 H 0.403
41 H 0.449
42 H 0.430
43 H 0.648
44 H 0.677
45 H 0.415
46 H 0.375
47 H 0.587
48 H 0.617
49 H 0.474
50 H 0.288
51 H 0.403
52 H 0.392
53 H 0.298
54 H 0.250
55 H 0.436
56 H 0.484
57 H 0.422
58 H 0.617
59 H -0.137
60 H 0.566
61 H 0.311

DFT (ωB97M-V/def2-TZVPD) results for a molecular structure, C14H13FI2O4STiYb at a distorted geometry.

```
37
C14H13FI2O4STiYb (ωB97M-V/def2-TZVPD)
I -4.11 1.12 -0.23
I -3.17 0.29 -2.76
Yb 0.09 -0.92 -1.20
Ti -0.65 0.12 1.47
S -0.58 1.56 -0.28
C 0.40 1.43 2.69
C -0.51 -1.04 3.30
C 0.78 2.90 -0.56
C 0.81 3.17 -2.06
C 2.14 2.58 0.01
C -0.01 3.94 0.23
C 1.44 -2.87 -1.80
C 2.34 -0.04 -2.24
O -0.58 -1.67 4.26
O 0.82 2.24 3.44
O 1.79 -3.89 -2.14
O 3.23 0.36 -2.86
H 1.35 4.12 -2.21
H -0.22 3.27 -2.45
H 1.31 2.38 -2.63
H 2.72 3.52 -0.09
H 2.68 1.79 -0.54
H 2.10 2.31 1.07
H 0.52 4.89 0.13
H -0.09 3.65 1.28
H -1.03 4.01 -0.18
F -1.49 -5.97 1.11
C -1.35 -4.64 0.82
C -2.36 -4.05 0.07
C -2.21 -2.68 -0.20
C -1.20 -1.97 0.46
C -0.03 -2.61 0.93
C -0.18 -3.98 1.23
H -3.25 -4.60 -0.29
H -2.98 -2.13 -0.82
H 0.93 -2.10 1.24
H 0.57 -4.49 1.80
```

Orbital gap (spin up / spin down) = 5.1168 / 3.6768 eV
Charge = +4
Max |F| = 9.4 eV Å⁻¹
Expectation value of S² = 2.020
Spin multiplicity = 3
LUMO level (spin up / spin down) = -16.2 / -17.7 eV
Energy above the lowest of the compared OMol25 structures with the same formula, charge and spin = 2.6367 eV

Calculated atomic charges, method Mulliken, unit e:
1 I 0.607
2 I 0.374
3 Yb 1.040
4 Ti -0.003
5 S 0.118
6 C 0.424
7 C 0.446
8 C 0.807
9 C -1.213
10 C -1.080
11 C -1.303
12 C 0.095
13 C 0.053
14 O -0.003
15 O -0.057
16 O 0.008
17 O -0.022
18 H 0.455
19 H 0.355
20 H 0.274
21 H 0.458
22 H 0.209
23 H 0.263
24 H 0.480
25 H 0.310
26 H 0.424
27 F -0.220
28 C 0.180
29 C -0.626
30 C -0.160
31 C 0.440
32 C 0.021
33 C -0.829
34 H 0.501
35 H -0.051
36 H 0.660
37 H 0.566

DFT (ωB97M-V/def2-TZVPD) results for a single C2H3NO3 molecule at a distorted geometry.

```
9
C2H3NO3 (ωB97M-V/def2-TZVPD)
C -0.11 -0.59 0.15
C -0.78 0.49 -0.23
O -2.10 0.75 -0.56
N -3.06 0.04 0.07
O -4.13 0.45 -0.19
O -2.64 -0.83 0.76
H 0.89 -0.51 0.11
H -0.62 -1.52 0.51
H -0.08 1.37 -0.54
```

Orbital gap = 10.6750 eV
Max |F| = 5.1 eV Å⁻¹
LUMO level = 0.4 eV
Energy above the lowest of the compared OMol25 structures with the same formula, charge and spin = 6.5118 eV

Calculated atomic charges, method Mulliken, unit e:
1 C -0.555
2 C 0.048
3 O -0.241
4 N 1.144
5 O -0.583
6 O -0.583
7 H 0.311
8 H 0.230
9 H 0.229

DFT (ωB97M-V/def2-TZVPD) results for a single C3H3ClN2O molecule at a distorted geometry.

```
10
C3H3ClN2O (ωB97M-V/def2-TZVPD)
H 2.18 -1.60 -0.18
N 2.21 -0.59 -0.09
C 1.02 -0.12 -0.03
N -0.23 -0.81 -0.02
C -1.22 0.17 0.01
Cl -2.84 -0.21 -0.07
C -0.58 1.36 -0.04
O 0.77 1.20 -0.03
H -0.34 -1.74 0.41
H -0.97 2.35 0.04
```

Orbital gap = 8.9004 eV
Max |F| = 2.3 eV Å⁻¹
LUMO level = 0.6 eV
Energy above the lowest of the compared OMol25 structures with the same formula, charge and spin = 0.7878 eV

Calculated atomic charges, method Mulliken, unit e:
1 H 0.225
2 N -0.664
3 C 0.473
4 N -0.167
5 C 0.249
6 Cl -0.172
7 C -0.278
8 O -0.340
9 H 0.267
10 H 0.406